[1]
Molecular formula: C20H26BN7O4PtS4
Method: DFT, the ωB97M-V functional and the def2-TZVPD basis

Computed properties:
gap between HOMO and LUMO	7.89	eV
total charge	0
HOMO level	-7.6	eV
energy relative to the best compared isomer or geometry (same formula, charge and spin)	0.404	eV
E_LUMO	0.011	hartree
DFT total energy	-3199.07075	Ha

Last column: Löwdin charge in e.
Atoms and positions in Å:
Pt  0.68440  0.77209  -1.80574  0.651
C  -2.19588  3.57928  -0.43494  -0.015
N  -0.93737  3.67802  0.28985  -0.106
C  -0.79512  3.96190  1.62751  -0.049
C  0.53508  3.92519  1.88763  -0.061
N  1.19491  3.62300  0.72279  0.008
B  2.74942  3.47221  0.58755  -0.427
N  3.08945  1.97372  0.91633  0.015
C  3.38835  1.56527  2.19182  -0.060
C  3.68011  0.24434  2.16074  -0.048
N  3.55445  -0.14769  0.85223  -0.107
C  3.74335  -1.50742  0.38555  -0.051
C  3.18848  0.91386  0.09817  -0.632
S  2.98343  0.83653  -1.63453  0.552
C  0.28380  3.46523  -0.24539  -0.661
S  0.57189  3.05382  -1.90324  0.599
H  -3.00568  3.70182  0.28083  0.093
H  -2.25405  2.60362  -0.91384  0.055
H  -2.25520  4.35810  -1.19243  0.095
H  -1.64030  4.17477  2.25709  0.119
H  1.07115  4.11074  2.80098  0.119
H  3.10543  3.75152  -0.51435  0.058
H  3.24125  4.13692  1.46678  0.073
H  3.38991  2.26111  3.01107  0.117
H  3.97592  -0.44156  2.93386  0.122
H  4.11207  -2.09489  1.22333  0.096
H  4.46173  -1.52737  -0.42994  0.073
H  2.79330  -1.90773  0.04761  0.045
O  -2.90523  -3.11254  -0.76692  0.048
C  -3.69373  -2.04953  -1.00243  -0.269
C  -5.06018  -2.19761  -0.75970  -0.018
C  -5.92941  -1.15061  -0.99041  -0.088
C  -5.45846  0.07096  -1.46484  -0.095
C  -4.10464  0.22620  -1.68731  -0.030
C  -3.20430  -0.81435  -1.45804  -0.074
C  -1.76328  -0.57220  -1.68132  -0.438
O  -1.37205  0.64951  -1.74409  -0.228
N  -0.97241  -1.61155  -1.78540  -0.009
N  0.36957  -1.27743  -2.03880  -0.226
C  1.08965  -2.32492  -2.21231  -0.886
S  2.74185  -2.25945  -2.79471  0.900
C  2.79041  -4.01580  -3.25442  -0.512
C  1.97709  -4.77311  -2.22756  -0.521
S  0.38542  -3.92498  -2.07223  0.978
H  -1.99651  -2.87838  -1.06645  0.037
H  -5.41106  -3.15568  -0.39988  0.115
H  -6.98764  -1.28867  -0.80663  0.102
H  -6.14192  0.88537  -1.66261  0.097
H  -3.71071  1.16275  -2.06243  0.109
H  3.83553  -4.32418  -3.25030  0.079
H  2.38080  -4.14603  -4.25603  0.078
H  2.48021  -4.77415  -1.26019  0.076
H  1.78444  -5.80126  -2.53155  0.079
N  -1.11519  0.32425  3.62430  0.013
C  -0.30536  -0.82936  3.24519  -0.148
C  0.28977  -0.66692  1.84830  -0.523
O  0.86281  -1.56203  1.28552  0.087
O  0.13546  0.54248  1.31724  0.082
H  -0.98475  0.58345  4.59101  0.081
H  -2.10141  0.15953  3.47300  0.090
H  -0.32073  1.08311  2.00276  0.086
H  -0.83957  -1.78059  3.25657  0.127
H  0.54124  -0.93266  3.92533  0.128

Atoms 1-6, force components in eV/Å:
Pt -0.1 -0.2 -0.3
C 0.0 0.0 0.0
N 0.0 0.0 0.0
C 0.0 0.0 0.0
C 0.0 0.0 0.0
N -0.1 0.1 -0.1



[2]
Molecular formula: C42H43CrFN5O7S3
Method: DFT, the ωB97M-V functional and the def2-TZVPD basis

Computed properties:
gap between HOMO and LUMO (spin up / spin down)	4.60 / 4.67	eV
total charge	0
HOMO level (spin up / spin down)	-6.4 / -6.4	eV
2S+1	4
energy relative to the best compared isomer or geometry (same formula, charge and spin)	0.209	eV
<S²>	3.790
E_LUMO (spin up / spin down)	-0.065 / -0.065	hartree
DFT total energy	-4765.66460	Ha

Last column: Löwdin spin population.
Atoms and positions in Å:
Cr  0.91607  1.03274  1.21264  2.909
C  -2.76748  -1.16860  2.25798  0.000
C  -2.59174  0.17911  1.61706  0.000
N  -2.33640  0.19198  0.36725  -0.001
N  -2.37148  1.34370  -0.35829  -0.002
C  -1.41068  1.84269  -1.01299  0.001
S  0.32969  1.53061  -1.11309  -0.018
S  -1.85553  3.24458  -2.06939  0.000
C  -2.96402  4.16883  -0.95373  0.000
C  -2.24971  5.31220  -0.28764  0.000
C  -2.67880  6.62242  -0.44727  0.000
C  -2.00727  7.67043  0.17339  0.000
C  -0.89693  7.41106  0.95969  0.000
C  -0.46294  6.09918  1.12477  0.000
C  -1.13067  5.05719  0.50622  0.000
C  -2.65795  1.36188  2.49699  0.004
C  -3.67283  1.53808  3.43450  0.000
C  -3.68503  2.64331  4.26774  0.003
C  -2.65402  3.57597  4.17432  0.000
C  -1.61846  3.40105  3.27648  0.003
C  -1.59368  2.27768  2.44087  0.007
O  -0.60674  2.06313  1.60215  0.053
H  -3.78663  -1.28445  2.63488  0.000
H  -2.08658  -1.26546  3.10575  0.000
H  -2.56834  -1.96182  1.53872  0.000
H  -3.30716  3.43348  -0.22592  0.000
H  -3.82264  4.50923  -1.53121  0.000
H  -3.54930  6.82718  -1.06088  0.000
H  -2.35313  8.68802  0.04015  0.000
H  -0.36890  8.22468  1.44109  0.000
H  0.40422  5.88857  1.73944  0.000
H  -0.78121  4.03643  0.62981  0.000
H  -4.47340  0.80963  3.49716  0.000
H  -4.48223  2.77628  4.98706  0.000
H  -2.65500  4.44423  4.82240  0.000
H  -0.79710  4.10309  3.21529  0.000
C  2.72838  -5.00042  -3.36029  0.000
C  2.92539  -3.49968  -3.52191  0.000
N  2.23426  -2.72349  -2.49415  0.001
C  2.95320  -2.01014  -1.59914  0.001
C  2.42678  -1.32235  -0.55535  0.002
C  3.35238  -0.41852  0.22212  0.007
O  4.56034  -0.55070  0.08738  0.009
O  2.76635  0.45850  0.94188  0.019
C  1.02898  -1.40513  -0.28564  0.003
O  0.46777  -0.90509  0.71242  0.010
C  0.23606  -2.10559  -1.30465  0.000
C  -1.15436  -2.05282  -1.21968  0.001
C  -1.90408  -2.51721  -2.25769  0.000
F  -3.25304  -2.48706  -2.18261  0.000
C  -1.31980  -2.99783  -3.43161  0.000
C  0.05431  -3.10289  -3.49853  0.000
C  0.85063  -2.68156  -2.42461  0.000
N  -2.10492  -3.31784  -4.57663  0.000
C  -3.30419  -2.54317  -4.86772  0.000
C  -3.60196  -2.72480  -6.37859  0.000
N  -2.35295  -3.28067  -6.99521  0.000
C  -2.14674  -4.70103  -6.55902  0.000
C  -2.25048  -4.69316  -5.01106  0.000
H  3.23374  -5.53049  -4.16770  0.000
H  1.67378  -5.27497  -3.37490  0.000
H  3.14520  -5.33699  -2.41137  0.000
H  2.61184  -3.15915  -4.51200  0.000
H  3.98267  -3.26252  -3.42818  0.000
H  4.02545  -1.97574  -1.74942  0.000
H  -1.62439  -1.56654  -0.36472  0.000
H  0.50203  -3.45564  -4.41862  0.000
H  -3.11555  -1.49836  -4.62701  0.000
H  -4.17484  -2.87079  -4.29624  0.000
H  -3.85324  -1.78971  -6.87232  0.000
H  -4.39849  -3.44443  -6.55474  0.000
H  -1.59142  -2.77096  -6.52276  0.000
H  -2.30619  -3.16027  -8.00348  0.000
H  -1.16413  -5.00900  -6.91188  0.000
H  -2.90821  -5.32149  -7.02570  0.000
H  -1.47398  -5.31311  -4.57148  0.000
H  -3.22117  -5.10186  -4.70531  0.000
C  3.44580  4.69949  1.29299  0.000
C  2.99773  3.34450  1.75842  0.003
C  3.93429  2.55563  2.61459  0.001
O  1.88444  2.95416  1.44637  0.003
H  3.47171  5.37551  2.15128  0.000
H  2.76310  5.08739  0.54088  0.000
H  4.46059  4.63880  0.89694  0.000
H  4.62444  3.21239  3.14358  0.000
H  4.50076  1.88066  1.96869  0.000
H  3.36453  1.93361  3.30372  0.000
O  4.75240  -4.58901  5.71651  0.000
C  4.45006  -3.42185  6.34462  0.000
O  4.86335  -3.24055  7.45729  0.000
C  3.62001  -2.44178  5.59248  0.000
C  3.40315  -1.19517  6.17828  0.000
C  2.62746  -0.24079  5.55121  -0.001
C  2.01474  -0.50460  4.31865  0.000
S  0.94178  0.67869  3.61591  -0.020
C  2.24537  -1.75288  3.72832  0.000
C  3.02963  -2.70138  4.35548  0.000
H  4.40113  -4.57757  4.82012  0.000
H  3.86160  -0.99666  7.13798  0.000
H  2.46671  0.72522  6.01241  0.000
H  1.78541  -1.96886  2.77185  0.000
H  3.14839  -3.65860  3.85616  0.000

Atoms 1-6, force components in eV/Å:
Cr 0.4 0.0 0.7
C 0.1 0.0 0.0
C 0.0 0.0 0.1
N 0.2 -0.2 -0.1
N -0.3 0.2 0.0
C 0.3 0.2 0.0